[1]
This record from OMol25 describes one molecule with the formula C21H26FN3O2S. The level of theory is the ωB97M-V functional and the def2-TZVPD basis.

```
54
Properties=species:S:1:pos:R:3:lowdin_charge:R:1
S 0.227 3.475 -1.935 0.6804
F 4.367 5.629 -5.485 0.0693
O -1.050 3.940 -2.388 -0.2764
O 0.599 3.734 -0.572 -0.2805
N -0.157 -0.550 1.154 -0.1287
N 0.344 1.854 -2.354 -0.2369
N -1.444 -3.110 1.698 -0.1024
C -2.585 -3.838 5.147 -0.0949
C 1.491 1.181 -1.784 -0.1868
C 1.502 4.145 -3.003 -0.2808
C -1.967 -5.052 5.385 -0.1116
C -2.212 -1.936 1.337 -0.1442
C -0.990 -4.946 3.193 -0.0330
C 1.327 4.048 -4.371 -0.0441
C 1.252 0.733 -0.343 -0.1178
C -0.015 -0.133 -0.241 -0.3170
C -1.480 -0.644 1.740 -0.1564
C -1.180 0.693 -0.790 -0.1224
C -1.596 -3.708 2.942 -0.2310
C 3.603 5.247 -3.296 0.0100
C -0.135 -3.051 1.080 -0.1391
C -1.169 -5.599 4.394 -0.0956
C 3.420 5.141 -4.664 -0.2660
C 0.593 -1.750 1.476 -0.1497
C 2.624 4.739 -2.458 -0.0483
C -0.884 1.097 -2.235 -0.1886
C -2.404 -3.172 3.950 -0.0353
C 2.296 4.551 -5.220 0.0117
H 0.107 -1.012 -0.901 0.1449
H -2.113 0.129 -0.773 0.1126
H 2.195 4.497 -6.293 0.1219
H -1.298 1.601 -0.196 0.1252
H -2.068 0.235 1.485 0.1117
H -3.213 -3.393 5.906 0.1017
H -0.792 0.210 -2.871 0.1328
H 2.710 4.800 -1.385 0.1169
H 1.716 0.318 -2.420 0.1320
H -1.335 -0.648 2.826 0.1223
H -0.688 -6.554 4.554 0.1012
H 4.492 5.719 -2.907 0.1220
H -0.270 -3.089 -0.008 0.1191
H -0.389 -5.416 2.430 0.1019
H 0.748 -1.759 2.560 0.1298
H -2.106 -5.565 6.325 0.0954
H 2.331 1.877 -1.834 0.1168
H 1.119 1.612 0.288 0.1100
H 0.430 3.586 -4.749 0.1206
H -3.204 -1.987 1.784 0.1160
H 1.569 -1.712 0.991 0.1139
H -1.680 1.735 -2.622 0.1134
H 0.471 -3.903 1.379 0.1066
H 2.122 0.182 0.012 0.1127
H -2.894 -2.220 3.816 0.0954
H -2.335 -1.960 0.247 0.1194
```

HOMO-LUMO gap = 0.292 Eh
Largest force on an atom = 1.05 eV/Å
Multiplicity = 1
SMILES string = O=S(=O)(c1ccc(F)cc1)N1CCC(N2CCN(c3ccccc3)CC2)CC1
Total energy = -44316.4058 eV
HOMO = -7.35 eV
Relative energy (zero: lowest compared OMol25 entry of this formula, charge and spin) = 2.811 eV



[2]
This record from OMol25 describes a 12-piece molecular cluster, C26H50Cl2NO45S11 overall. The level of theory is the ωB97M-V functional and the def2-TZVPD basis.

```
135
Properties=species:S:1:pos:R:3:lowdin_charge:R:1
Cl -1.711 2.738 5.515 0.4693
Cl 0.154 3.164 7.998 0.4756
S 0.350 5.422 0.472 0.6188
S -6.127 -1.167 3.637 0.6355
S 3.853 -1.487 -0.305 0.6378
S 3.113 -4.258 -4.683 0.6211
S -0.179 -1.071 -4.808 0.6131
S -4.634 8.835 4.093 0.6072
S -7.610 -2.217 0.455 0.6540
S 9.117 -4.730 -0.245 0.6075
S 3.992 -0.176 4.013 0.6206
S -3.163 -0.678 -10.930 0.6110
S 0.065 -1.100 3.316 0.6247
O -1.783 -0.938 -10.144 -0.1862
O -5.389 0.261 3.666 -0.1815
O -0.865 -0.783 4.589 -0.1781
O -0.031 -0.019 2.402 -0.2107
O 2.999 -2.890 -5.021 -0.1998
O -0.673 6.678 0.470 -0.1976
O 0.903 5.319 1.768 -0.2083
O 0.379 -2.203 -4.165 -0.2204
O 3.691 -0.906 0.974 -0.1900
O -0.822 -0.116 -3.687 -0.1819
O 4.876 -1.082 -1.216 -0.2363
O 1.308 -1.586 3.788 -0.2352
O -0.750 4.257 0.293 -0.1883
O 8.793 -5.145 1.071 -0.2199
O 9.858 -5.548 -1.139 -0.2273
O 1.025 -0.103 -5.249 -0.1834
O -3.934 -2.011 -10.452 -0.1906
O 4.376 1.040 3.402 -0.2050
O -5.443 7.728 4.456 -0.2201
O 2.419 -5.143 -5.838 -0.1803
O -3.519 8.321 3.047 -0.2045
O -5.181 10.054 3.616 -0.2262
O 2.760 -0.353 4.683 -0.2473
O 9.826 -3.287 -0.162 -0.1893
O -6.777 -3.355 -0.332 -0.1741
O 2.702 -4.782 -3.431 -0.2147
O -6.696 -1.365 1.113 -0.2631
O 3.942 -3.090 -0.138 -0.1876
O -0.808 -2.334 2.722 -0.1999
O 4.633 -4.722 -4.953 -0.1778
O -1.098 -1.182 -5.886 -0.2291
O -2.909 -0.770 -12.322 -0.2203
O 7.770 -4.265 -0.991 -0.1871
O -3.642 9.171 5.315 -0.1883
O -8.199 -1.458 -0.846 -0.1851
O -5.385 -2.023 2.789 -0.2271
O 4.139 -1.358 2.922 -0.2783
O 2.441 -1.433 -1.074 -0.1807
O -3.812 0.440 -10.348 -0.2179
O 5.190 -0.656 4.999 -0.1840
O -6.457 -1.529 4.969 -0.2112
O -8.690 -2.839 1.131 -0.1954
O 1.139 5.474 -0.707 -0.2244
O -7.502 -0.671 2.895 -0.2596
O 2.921 4.048 7.344 -0.1807
N 3.001 2.379 5.645 -0.0048
C 0.854 3.290 6.322 -0.6530
C 2.694 -3.687 -0.518 -0.1502
C -1.983 -1.965 -9.164 -0.1682
C -1.980 6.230 0.105 -0.1758
C -7.199 -3.392 -1.697 -0.1717
C 3.423 -5.724 -6.675 -0.1679
C 0.858 1.187 -4.647 -0.1546
C -2.049 4.786 0.561 -0.1671
C 5.552 -1.994 4.674 -0.1779
C 0.571 3.214 3.830 -0.1297
C 2.312 3.619 6.079 -0.4427
C -2.125 -1.435 4.431 -0.1683
C -3.022 -2.882 -9.776 -0.1694
C -7.570 -1.960 -2.027 -0.1715
C 5.321 -2.108 3.178 -0.1708
C -6.045 1.162 2.771 -0.1593
C 7.711 -2.833 -1.037 -0.1662
C 9.155 -2.381 -1.046 -0.1628
C 0.045 3.107 5.274 -0.7182
C 0.112 0.923 -3.357 -0.1467
C -2.213 8.593 3.566 -0.1643
C -1.816 -2.705 3.665 -0.1740
C 2.108 -2.746 -1.547 -0.1823
C 4.634 -5.886 -5.781 -0.1673
C -2.365 8.562 5.071 -0.1526
C -7.508 0.754 2.824 -0.1605
H -8.249 -1.895 -2.876 0.1335
H 7.193 -2.483 -0.142 0.1248
H -5.625 1.022 1.773 0.1276
H 3.359 4.885 7.166 0.0375
H -0.238 2.860 3.156 0.0477
H 5.562 -5.956 -6.344 0.1369
H -2.691 -3.101 3.153 0.1233
H -2.576 -3.550 -10.517 0.1315
H 2.855 -4.685 -0.917 0.1224
H -2.400 7.537 5.446 0.1421
H -8.068 -4.052 -1.765 0.1326
H 7.168 -2.502 -1.919 0.1318
H -7.988 1.142 3.726 0.1341
H 2.574 -2.880 -2.524 0.0770
H 1.031 -2.854 -1.647 0.1364
H 2.061 -3.748 0.371 0.1369
H -2.356 -1.495 -8.252 0.1215
H 3.078 -6.672 -7.081 0.1352
H -2.740 6.847 0.581 0.1259
H 1.430 2.516 3.770 0.0654
H 5.190 -3.141 2.857 0.1344
H 6.586 -2.189 4.953 0.1296
H -6.682 -1.356 -2.225 0.1333
H -0.407 1.804 -2.987 0.1387
H -3.545 -3.472 -9.026 0.1348
H -2.075 6.308 -0.981 0.1297
H 2.526 1.541 5.982 0.0430
H 3.946 2.432 6.020 0.0548
H 6.143 -1.653 2.616 0.1313
H -1.402 -3.473 4.324 0.1296
H 4.893 -2.670 5.227 0.1312
H -1.499 7.851 3.211 0.1349
H -2.577 -1.634 5.400 0.1415
H -1.908 9.583 3.219 0.1340
H 3.626 -5.031 -7.495 0.1338
H 1.825 1.655 -4.476 0.1407
H -2.812 4.219 0.034 0.1324
H -6.404 -3.774 -2.333 0.1352
H -2.778 -0.774 3.855 0.1206
H 4.534 -6.762 -5.135 0.1350
H 0.781 0.544 -2.580 0.1330
H -1.049 -2.478 -8.950 0.1371
H 0.904 4.242 3.577 0.0495
H 0.270 1.808 -5.327 0.1327
H 9.598 -2.487 -2.039 0.1319
H 9.272 -1.354 -0.707 0.1386
H -8.064 1.082 1.947 0.1367
H -5.890 2.191 3.087 0.1384
H -2.227 4.718 1.638 0.1367
H -1.574 9.105 5.582 0.1387
```

Charge = -1
HOMO-LUMO gap = 0.091 Eh
Largest force on an atom = 4.35 eV/Å
Multiplicity = 1
Total energy = -265617.8412 eV
HOMO = -1.54 eV



[3]
This record from OMol25 describes C7H28N14O7Ti as an isolated structure. The level of theory is the ωB97M-V functional and the def2-TZVPD basis.

```
57
Properties=species:S:1:pos:R:3:lowdin_spin:R:1
Ti 0.034 -0.414 -0.257 2.4228
O -0.884 1.539 -1.536 0.0291
O 1.168 -0.021 2.208 0.0577
O -1.544 2.620 3.433 0.0024
O -2.091 -0.895 0.895 0.0406
O 1.683 1.030 -0.399 0.0551
O 0.555 -0.834 -2.595 0.0358
O -0.477 -2.805 -0.727 0.0557
N 2.313 0.465 4.133 0.0047
N -2.260 3.706 1.588 0.0011
N -3.118 1.480 -1.103 0.0048
N -2.344 1.127 -3.230 0.0052
N -3.692 0.299 1.947 0.0012
N 1.280 -4.188 -0.377 0.0299
N 1.850 2.493 -2.108 0.0047
N 2.237 -2.331 -2.958 0.0119
N -0.629 2.099 1.417 0.0188
N -1.886 -0.448 3.130 0.0030
N 2.086 -0.430 -4.212 0.0046
N 3.602 2.260 -0.669 0.0039
N -0.485 -4.878 -1.647 0.0046
N 1.517 -1.641 3.740 0.0098
C 0.056 -3.885 -0.890 0.0199
C -2.505 -0.371 1.927 0.0077
C 1.573 -0.345 3.314 0.0184
C 2.361 1.834 -1.015 0.0177
C -2.045 1.376 -1.936 0.0181
C 1.565 -1.185 -3.195 0.0192
C -1.446 2.819 2.228 0.0039
H -0.131 -5.815 -1.723 0.0008
H 2.329 1.450 3.941 0.0008
H -2.192 0.215 3.823 0.0004
H 2.986 -0.606 -4.619 0.0010
H 4.092 1.955 0.151 0.0017
H 1.612 0.430 -4.413 0.0009
H -0.567 2.304 0.431 0.0031
H -0.951 -0.809 3.143 0.0022
H -0.002 1.386 1.765 0.0038
H -3.999 1.736 -1.517 0.0003
H 1.783 -3.476 0.130 0.0441
H 1.927 -2.991 -2.267 0.0052
H 0.891 2.197 -2.250 0.0012
H 3.038 -2.542 -3.523 0.0012
H -2.942 4.161 2.166 0.0001
H 1.847 -1.967 4.629 0.0006
H -2.181 3.958 0.621 0.0002
H -1.592 0.839 -3.829 0.0011
H 2.650 0.088 4.998 0.0007
H 0.941 -2.254 3.189 0.0109
H 2.439 3.001 -2.737 0.0012
H -4.343 0.149 1.199 0.0003
H -1.363 -4.763 -2.121 0.0010
H -3.295 0.867 -3.424 0.0009
H 1.526 -5.158 -0.290 0.0028
H -4.062 0.553 2.846 0.0002
H 4.109 2.865 -1.290 0.0006
H -3.024 1.752 -0.136 0.0005
```

Charge = +1
HOMO-LUMO gap (alpha / beta) = 0.145 / 0.367 Eh
Largest force on an atom = 1.91 eV/Å
Multiplicity = 4
Total energy = -66024.5948 eV
Expectation value of S² = 3.752
HOMO (alpha / beta) = -5.61 / -11.78 eV
Relative energy (zero: lowest compared OMol25 entry of this formula, charge and spin) = 0.335 eV



[4]
This record from OMol25 describes one molecule with the formula C5H11NO. The level of theory is the ωB97M-V functional and the def2-TZVPD basis.

```
18
Properties=species:S:1:pos:R:3:lowdin_charge:R:1
O 0.459 -0.309 -1.934 0.0701
N 0.081 -0.352 0.327 -0.1402
C -2.230 0.451 -0.324 -0.0879
C 0.896 -0.342 -0.800 -0.5191
C -1.320 -0.698 0.094 -0.2275
C 2.378 -0.501 -0.519 -0.0033
C 0.414 0.743 1.237 -0.0535
H 2.571 -0.811 0.511 0.0769
H 1.081 0.444 2.051 0.0838
H -2.430 1.143 0.501 0.0623
H 2.961 0.394 -0.750 0.0858
H 2.710 -1.291 -1.198 0.0879
H -0.500 1.167 1.656 0.0824
H 0.907 1.547 0.673 0.0978
H -1.771 0.999 -1.151 0.0759
H -1.711 -1.195 0.992 0.1175
H -3.193 0.056 -0.665 0.0749
H -1.302 -1.447 -0.701 0.1161
```

HOMO-LUMO gap = 0.370 Eh
Largest force on an atom = 0.41 eV/Å
Multiplicity = 1
SMILES string = CCN(C)C(C)=O
Total energy = -8900.9049 eV
HOMO = -9.10 eV
Relative energy (zero: lowest compared OMol25 entry of this formula, charge and spin) = 0.792 eV



[5]
This record from OMol25 describes H14LiO7 as an isolated structure. The level of theory is the ωB97M-V functional and the def2-TZVPD basis.

```
22
Properties=species:S:1:pos:R:3:lowdin_charge:R:1
O 2.441 -0.263 -2.243 -0.0480
O 0.855 1.090 1.900 -0.0660
O -1.679 -0.407 -1.207 -0.0523
O -1.774 1.668 1.022 -0.0461
O 1.302 -1.486 -0.200 -0.0592
O -0.938 -1.338 1.768 -0.0576
O 0.517 1.370 -1.145 -0.1026
Li -0.227 0.060 0.241 0.7023
H -1.629 -0.790 -2.068 0.0580
H -2.498 0.094 -1.270 0.0779
H -1.926 2.386 1.634 0.0646
H 2.004 -0.766 -1.578 -0.0543
H -2.474 1.082 1.276 0.0394
H 1.344 1.924 1.886 0.0765
H 0.186 1.282 2.530 0.0188
H -1.158 -2.060 1.189 0.0429
H 0.954 -2.358 -0.435 0.0906
H 1.999 -0.643 -3.029 0.0696
H -0.548 -1.664 2.577 0.0688
H 1.410 1.417 -1.526 0.0550
H 0.015 1.106 -1.911 0.0286
H 1.815 -1.709 0.584 0.0930
```

Charge = +1
HOMO-LUMO gap = 0.396 Eh
Largest force on an atom = 2.15 eV/Å
Multiplicity = 1
Total energy = -14761.7628 eV
HOMO = -14.22 eV
Relative energy (zero: lowest compared OMol25 entry of this formula, charge and spin) = 0.255 eV